This record from the OMol25 dataset describes a molecular structure, C11H22O2. The level of theory is the ωB97M-V functional and the def2-TZVPD basis.

Positions of all 35 atoms, in Å:
1 C -4.63 -1.52 0.54
2 C -3.76 -0.94 -0.73
3 C -2.32 -0.47 -0.40
4 C -2.32 0.69 0.42
5 C -0.97 0.75 0.91
6 C 0.07 1.06 0.10
7 C 1.39 1.14 0.90
8 C 2.62 1.52 -0.36
9 C 2.78 0.43 -1.39
10 C 2.94 -1.06 -0.73
11 C 3.91 -0.93 0.36
12 O 3.67 -1.27 1.40
13 O 5.22 -1.11 -0.27
14 H 5.88 -0.91 0.59
15 H 3.14 -1.72 -1.65
16 H 1.88 -1.34 -0.15
17 H 2.04 0.28 -1.96
18 H 3.72 0.56 -1.76
19 H 3.67 1.68 0.29
20 H 2.47 2.50 -0.63
21 H 1.40 2.10 1.34
22 H 1.55 0.46 1.47
23 H -0.08 2.17 -0.47
24 H 0.07 0.35 -0.48
25 H -1.03 1.97 1.49
26 H -0.66 0.08 1.67
27 H -3.10 0.51 1.25
28 H -2.58 1.74 -0.23
29 H -2.10 -1.42 0.30
30 H -1.88 -0.48 -1.23
31 H -4.43 0.07 -1.15
32 H -3.94 -1.69 -1.66
33 H -4.72 -0.77 1.29
34 H -4.20 -2.55 0.79
35 H -5.73 -1.85 0.16

DFT total energy	-582.44270	Ha
frontier orbital gap	0.3809	Ha
energy above the lowest of the compared OMol25 structures with the same formula, charge and spin	253.2	kcal per mole
HOMO	-9.68	eV
LUMO	0.0252	hartree
multiplicity	1

***

This record from the OMol25 dataset describes a molecular structure, C36H20CaF12N4OSSb. The level of theory is the ωB97M-V functional and the def2-TZVPD basis.

Positions of all 76 atoms, in Å:
1 Ca 0.47 2.63 -0.02
2 O 2.43 3.53 0.28
3 S 3.55 4.55 0.07
4 C 3.76 4.64 -1.73
5 C 4.97 3.78 -2.13
6 C 5.18 2.76 -1.01
7 C 5.05 3.56 0.28
8 H 3.85 5.69 -2.01
9 H 2.83 4.24 -2.13
10 H 5.86 4.41 -2.22
11 H 4.79 3.31 -3.09
12 H 6.15 2.27 -1.08
13 H 4.41 1.98 -1.05
14 H 5.87 4.26 0.41
15 H 4.92 2.98 1.19
16 F 5.95 -2.86 -0.24
17 C 4.76 -2.34 0.08
18 C 4.67 -0.99 0.36
19 C 3.43 -0.47 0.68
20 C 2.30 -1.28 0.73
21 C 2.42 -2.64 0.44
22 C 3.66 -3.18 0.11
23 Sb 0.44 -0.41 1.23
24 C -0.87 -1.98 0.68
25 C -1.44 -2.81 1.65
26 C -2.29 -3.85 1.29
27 C -2.55 -4.04 -0.05
28 F -3.38 -5.04 -0.41
29 C -2.01 -3.25 -1.04
30 C -1.16 -2.21 -0.67
31 C 0.42 -0.69 3.32
32 C 1.35 -1.52 3.95
33 C 1.30 -1.73 5.32
34 C 0.31 -1.11 6.04
35 F 0.25 -1.31 7.37
36 C -0.63 -0.28 5.46
37 C -0.56 -0.07 4.09
38 H 5.56 -0.38 0.33
39 H 3.35 0.59 0.90
40 H 1.55 -3.29 0.46
41 H 3.78 -4.23 -0.12
42 H -1.23 -2.65 2.70
43 H -2.75 -4.49 2.03
44 H -2.22 -3.46 -2.08
45 H -0.71 -1.60 -1.44
46 H 2.13 -2.01 3.37
47 H 2.01 -2.37 5.82
48 H -1.39 0.19 6.07
49 H -1.30 0.57 3.62
50 F -0.26 3.07 -3.07
51 C 0.63 2.18 -2.45
52 F 1.84 2.35 -3.12
53 C 0.14 0.81 -2.88
54 F 0.96 -0.15 -2.42
55 F -1.08 0.59 -2.28
56 F -0.04 0.62 -4.18
57 F -5.01 1.35 -3.78
58 C -4.79 0.76 -2.62
59 C -5.35 -0.44 -2.38
60 F -6.11 -0.98 -3.30
61 C -5.18 -1.15 -1.12
62 C -4.28 -0.49 -0.18
63 C -3.69 0.68 -0.45
64 F -2.87 1.20 0.47
65 C -3.93 1.43 -1.66
66 C -3.39 2.66 -1.89
67 C -2.47 3.26 -0.98
68 N -1.68 3.74 -0.30
69 C -3.62 3.45 -3.06
70 N -3.74 4.15 -3.97
71 F -4.04 -1.07 0.98
72 C -5.81 -2.32 -0.83
73 C -6.68 -3.00 -1.75
74 N -7.40 -3.59 -2.43
75 C -5.71 -2.98 0.43
76 N -5.69 -3.53 1.44

net charge	+1
DFT total energy	-4192.25327	Ha
frontier orbital gap (alpha / beta)	0.2122 / 0.2121	Ha
energy above the lowest of the compared OMol25 structures with the same formula, charge and spin	4.6	kcal per mole
HOMO (alpha / beta)	-11.56 / -11.56	eV
LUMO (alpha / beta)	-0.2127 / -0.2128	hartree
multiplicity	1

***

This record from the OMol25 dataset describes a molecular structure, C38H28Cl2IN6O3S2W. The level of theory is the ωB97M-V functional and the def2-TZVPD basis.

Positions of all 81 atoms, in Å:
1 W -0.31 -0.71 -0.57
2 C -0.35 5.26 3.45
3 C -0.16 3.78 3.29
4 C 1.07 3.26 2.89
5 C 1.27 1.89 2.77
6 C 0.21 1.03 3.05
7 C -1.02 1.52 3.44
8 C -1.20 2.89 3.57
9 S 0.45 -0.71 2.89
10 O 1.60 -1.08 3.67
11 O -0.81 -1.35 3.14
12 N 0.80 -0.94 1.31
13 C 2.06 -0.80 0.80
14 C 3.34 -0.85 1.37
15 C 4.41 -0.68 0.53
16 C 4.23 -0.47 -0.84
17 C 2.96 -0.44 -1.33
18 N 1.90 -0.62 -0.53
19 H 0.22 5.81 2.70
20 H 0.00 5.59 4.43
21 H -1.40 5.53 3.36
22 H 1.89 3.93 2.67
23 H 2.24 1.50 2.49
24 H -1.84 0.84 3.64
25 H -2.16 3.28 3.89
26 H 3.45 -1.02 2.43
27 H 5.41 -0.72 0.94
28 H 5.08 -0.32 -1.50
29 H 2.74 -0.26 -2.37
30 Cl -2.35 5.96 0.46
31 C -2.23 4.23 0.45
32 C -3.26 3.47 0.91
33 C -3.19 2.07 0.92
34 I -4.77 0.98 1.70
35 C -2.08 1.43 0.42
36 O -1.90 0.12 0.38
37 C -1.01 2.22 -0.05
38 N 0.03 1.49 -0.56
39 C 1.07 2.17 -1.00
40 C 1.14 3.57 -0.99
41 C 0.08 4.30 -0.52
42 C -1.05 3.62 -0.04
43 H -4.15 3.96 1.29
44 H 1.90 1.62 -1.41
45 H 2.03 4.04 -1.38
46 H 0.10 5.39 -0.52
47 N 0.91 -4.91 -0.42
48 C 1.79 -4.69 -1.46
49 C 2.74 -5.53 -2.02
50 C 3.45 -5.03 -3.09
51 C 3.20 -3.74 -3.58
52 C 2.25 -2.92 -3.01
53 C 1.54 -3.39 -1.91
54 N 0.51 -2.83 -1.11
55 C 0.18 -3.79 -0.27
56 C -0.95 -3.59 0.60
57 C -1.60 -4.44 1.44
58 S -2.97 -3.65 2.07
59 C -2.59 -2.25 1.20
60 N -1.52 -2.35 0.47
61 H 0.81 -5.75 0.12
62 H 2.91 -6.53 -1.64
63 H 4.20 -5.65 -3.57
64 H 3.76 -3.39 -4.44
65 H 2.08 -1.94 -3.43
66 H -1.35 -5.45 1.70
67 H -3.17 -1.35 1.27
68 Cl -1.42 2.39 -3.37
69 C -2.19 0.98 -2.73
70 C -3.52 1.02 -2.42
71 C -4.18 -0.15 -1.98
72 C -3.52 -1.34 -1.92
73 C -2.14 -1.40 -2.24
74 C -1.44 -0.23 -2.60
75 C 0.00 -0.38 -2.70
76 H -4.06 1.95 -2.52
77 H -5.23 -0.09 -1.74
78 H -4.05 -2.25 -1.66
79 H -1.67 -2.36 -2.40
80 H 0.53 0.51 -3.02
81 H 0.30 -1.26 -3.26

net charge	+1
DFT total energy	-4100.64305	Ha
frontier orbital gap	0.2392	Ha
energy above the lowest of the compared OMol25 structures with the same formula, charge and spin	0.0	kcal per mole
HOMO	-9.42	eV
LUMO	-0.1068	hartree
multiplicity	1

***

This record from the OMol25 dataset describes 4 unconnected molecules or ions with the total composition C24H51BrN4. The level of theory is the ωB97M-V functional and the def2-TZVPD basis.

Positions of all 80 atoms, in Å:
1 C 4.71 5.93 0.58
2 C 3.20 5.81 0.78
3 N 2.88 4.50 1.34
4 C 2.72 4.23 2.68
5 C 2.66 2.92 2.83
6 N 2.49 2.33 1.60
7 C 2.59 3.33 0.66
8 C 2.21 0.95 1.35
9 H 5.01 5.49 -0.38
10 H 5.24 5.48 1.42
11 H 4.96 6.98 0.43
12 H 2.74 5.80 -0.20
13 H 2.71 6.55 1.41
14 H 2.77 5.06 3.37
15 H 2.51 2.27 3.68
16 H 2.48 3.28 -0.41
17 H 3.08 0.32 1.48
18 H 1.89 0.79 0.32
19 H 1.42 0.51 1.96
20 C 1.43 3.49 -3.01
21 C 0.15 2.70 -3.01
22 C -0.04 1.96 -4.32
23 C 1.10 0.90 -4.46
24 N 0.72 -0.28 -5.37
25 C -0.57 -1.04 -5.00
26 C -0.33 -2.52 -5.41
27 C 1.13 -2.69 -5.60
28 C 1.79 -1.38 -5.35
29 C 0.56 0.30 -6.78
30 H 1.57 3.99 -3.97
31 H 2.33 2.89 -2.89
32 H 1.46 4.22 -2.20
33 H -0.69 3.40 -2.94
34 H 0.20 1.87 -2.31
35 H -0.14 2.59 -5.21
36 H -1.00 1.46 -4.19
37 H 1.36 0.55 -3.46
38 H 1.99 1.28 -4.96
39 H -1.42 -0.60 -5.51
40 H -0.68 -0.92 -3.92
41 H -0.87 -2.81 -6.30
42 H -0.59 -3.15 -4.55
43 H 1.47 -3.13 -6.53
44 H 1.46 -3.38 -4.82
45 H 2.69 -1.25 -5.96
46 H 2.09 -1.37 -4.30
47 H 1.49 0.80 -7.06
48 H -0.27 1.01 -6.75
49 H 0.24 -0.45 -7.51
50 C -5.69 -4.29 5.51
51 C -5.08 -2.92 5.79
52 C -3.59 -2.70 5.45
53 C -3.50 -2.63 3.92
54 N -2.06 -2.18 3.46
55 C -0.86 -2.89 4.23
56 C 0.26 -2.96 3.22
57 C -0.27 -2.62 1.84
58 C -1.80 -2.55 1.97
59 C -2.00 -0.67 3.70
60 H -5.05 -5.10 5.85
61 H -5.95 -4.35 4.46
62 H -6.60 -4.34 6.12
63 H -5.23 -2.70 6.84
64 H -5.62 -2.12 5.29
65 H -3.03 -3.53 5.89
66 H -3.31 -1.74 5.88
67 H -4.32 -1.99 3.58
68 H -3.62 -3.62 3.47
69 H -0.74 -2.34 5.16
70 H -1.06 -3.92 4.50
71 H 1.03 -2.24 3.51
72 H 0.69 -3.96 3.31
73 H 0.08 -1.65 1.47
74 H -0.02 -3.36 1.08
75 H -2.43 -1.93 1.33
76 H -2.04 -3.61 1.97
77 H -2.86 -0.30 3.13
78 H -1.02 -0.28 3.44
79 H -2.09 -0.26 4.71
80 Br 0.91 -1.26 -1.35

net charge	+2
DFT total energy	-3737.54571	Ha
frontier orbital gap	0.2821	Ha
energy above the lowest of the compared OMol25 structures with the same formula, charge and spin	47.5	kcal per mole
HOMO	-12.10	eV
LUMO	-0.1627	hartree
multiplicity	1

***

This record from the OMol25 dataset describes a molecular structure, C42H33F6MoN6O8P2S4Se2. The level of theory is the ωB97M-V functional and the def2-TZVPD basis.

Positions of all 104 atoms, in Å:
1 Mo -2.32 -1.93 -0.75
2 C -7.58 2.50 -2.33
3 C -6.49 2.06 -1.42
4 C -5.85 2.87 -0.45
5 C -4.89 2.35 0.34
6 C -4.46 1.01 0.19
7 C -5.03 0.22 -0.82
8 C -6.04 0.73 -1.58
9 S -3.14 0.33 1.24
10 O -3.61 0.55 2.61
11 O -1.83 0.86 0.80
12 N -3.24 -1.22 0.85
13 C -4.12 -2.16 1.68
14 C -4.62 -3.30 0.81
15 O -5.42 -4.14 1.11
16 O -4.09 -3.17 -0.43
17 H -7.58 2.08 -3.36
18 H -7.63 3.59 -2.46
19 H -8.55 2.29 -1.79
20 H -6.19 3.90 -0.27
21 H -4.29 2.97 1.05
22 H -4.65 -0.76 -1.10
23 H -6.54 0.19 -2.35
24 H -4.91 -1.60 2.21
25 H -3.49 -2.57 2.50
26 Se -1.15 3.58 -4.11
27 P 0.53 2.50 -3.18
28 C 1.69 2.36 -4.47
29 C 2.98 3.00 -4.43
30 C 3.70 3.11 -5.60
31 C 3.29 2.37 -6.73
32 C 2.09 1.73 -6.77
33 C 1.24 1.73 -5.64
34 C 1.10 3.59 -1.92
35 C 1.57 4.87 -2.32
36 C 2.00 5.80 -1.39
37 C 1.96 5.50 -0.04
38 C 1.52 4.25 0.38
39 C 0.97 3.33 -0.50
40 C -0.03 0.84 -2.63
41 C 0.27 0.02 -1.52
42 N -0.87 -0.79 -1.35
43 N -1.73 -0.53 -2.32
44 N -1.23 0.40 -3.20
45 P 1.60 -0.66 -0.54
46 Se 2.13 -2.07 5.59
47 C 3.06 0.33 -0.19
48 C 3.32 0.77 1.10
49 C 4.55 1.43 1.45
50 C 5.57 1.45 0.53
51 C 5.31 1.06 -0.80
52 C 4.09 0.50 -1.15
53 C 2.25 -1.92 -1.60
54 C 2.80 -3.04 -0.99
55 C 3.49 -4.07 -1.72
56 C 3.58 -4.01 -3.11
57 C 3.06 -2.87 -3.72
58 C 2.38 -1.90 -3.01
59 H 3.38 3.31 -3.49
60 H 4.58 3.77 -5.70
61 H 3.85 2.39 -7.66
62 H 1.86 1.15 -7.67
63 H 0.28 1.15 -5.59
64 H 1.59 5.15 -3.38
65 H 2.41 6.75 -1.76
66 H 2.33 6.21 0.71
67 H 1.68 3.88 1.42
68 H 0.52 2.38 -0.18
69 H 2.58 0.63 1.90
70 H 4.74 1.78 2.46
71 H 6.61 1.71 0.78
72 H 6.08 1.23 -1.54
73 H 3.97 0.19 -2.16
74 H 2.70 -3.29 0.05
75 H 3.86 -4.91 -1.10
76 H 4.20 -4.71 -3.67
77 H 3.21 -2.75 -4.82
78 H 1.89 -1.09 -3.53
79 S -1.84 -4.26 -1.61
80 C -1.27 -4.25 0.01
81 C -0.62 -5.31 0.68
82 C 0.02 -4.97 1.89
83 C 0.11 -3.69 2.46
84 C -0.61 -2.75 1.80
85 N -1.27 -3.08 0.67
86 H -0.52 -6.31 0.24
87 H 0.55 -5.78 2.37
88 H 0.71 -3.53 3.34
89 H -0.65 -1.69 2.12
90 F 0.32 1.74 6.84
91 C 1.16 1.06 6.04
92 F 1.12 1.67 4.83
93 F 2.39 1.07 6.46
94 S 0.41 -0.73 6.01
95 O -0.83 -0.70 5.24
96 O 1.00 -1.10 0.77
97 N 0.37 -1.04 7.64
98 S -0.74 -2.00 8.37
99 O -2.06 -1.86 7.88
100 O -0.52 -1.85 9.79
101 C -0.12 -3.64 7.80
102 F 1.13 -3.90 8.18
103 F -0.93 -4.58 8.28
104 F -0.18 -3.71 6.46

net charge	-1
⟨S²⟩	2.03
DFT total energy	-10296.43255	Ha
frontier orbital gap (alpha / beta)	0.1859 / 0.2096	Ha
energy above the lowest of the compared OMol25 structures with the same formula, charge and spin	38.9	kcal per mole
HOMO (alpha / beta)	-5.16 / -5.16	eV
LUMO (alpha / beta)	-0.0035 / 0.0202	hartree
multiplicity	3

***

This record from the OMol25 dataset describes 2 unconnected molecules or ions with the total composition C4H11N2OS. The level of theory is the ωB97M-V functional and the def2-TZVPD basis.

Positions of all 19 atoms, in Å:
1 N 2.14 -0.09 0.78
2 C 0.71 -0.16 0.68
3 C 0.12 1.34 0.44
4 C -1.40 1.28 -0.01
5 S -2.34 0.31 1.07
6 C 0.67 -1.02 -0.59
7 N -0.48 -1.84 -0.66
8 O 1.00 -0.26 -1.63
9 H 2.71 -0.34 -0.07
10 H 2.51 0.76 1.21
11 H 1.42 -1.78 -0.48
12 H 0.33 -0.71 1.53
13 H 0.81 1.86 -0.20
14 H 0.22 1.76 1.45
15 H -1.93 2.25 0.05
16 H -1.50 0.98 -1.08
17 H -3.00 -0.90 -0.70
18 H -1.34 -1.32 -0.22
19 H -0.67 -2.13 -1.57

net charge	+1
DFT total energy	-741.32110	Ha
frontier orbital gap	0.1434	Ha
energy above the lowest of the compared OMol25 structures with the same formula, charge and spin	260.6	kcal per mole
HOMO	-13.40	eV
LUMO	-0.3490	hartree
multiplicity	1

***

This record from the OMol25 dataset describes 2 unconnected molecules or ions with the total composition C4H9N2O4S3. The level of theory is the ωB97M-V functional and the def2-TZVPD basis.

Positions of all 22 atoms, in Å:
1 C 0.93 1.11 -1.20
2 C -1.28 -2.81 2.72
3 C 1.07 2.09 -2.40
4 C -1.05 -2.05 1.37
5 N -0.36 0.98 -0.82
6 N 2.49 2.10 -2.92
7 O 1.96 0.62 -0.87
8 O -1.71 -3.98 2.75
9 O -0.60 -0.94 1.33
10 O -1.05 -1.98 3.72
11 S -1.71 -2.93 0.06
12 S -1.58 1.97 -1.49
13 S -0.93 -2.33 5.41
14 H 0.33 1.85 -3.16
15 H 0.68 3.01 -1.80
16 H 2.94 1.42 -2.21
17 H 2.98 2.94 -2.85
18 H 2.49 1.60 -3.85
19 H -0.45 0.16 -0.21
20 H -2.16 -3.90 1.02
21 H -2.45 2.08 -0.43
22 H -0.55 -1.02 5.83

net charge	+1
DFT total energy	-1762.52649	Ha
frontier orbital gap	0.3256	Ha
energy above the lowest of the compared OMol25 structures with the same formula, charge and spin	14.2	kcal per mole
HOMO	-12.18	eV
LUMO	-0.1221	hartree
multiplicity	1

***

These records have strongest force on any atom values of 14.79 0.14 0.47 3.27 4.59 4.74 5.25 eV/Å, in the order they appear.